(1)
# C39H63Cl24N3

15 unconnected molecules or ions with the total composition C39H63Cl24N3 (ωB97M-V with the def2-TZVPD basis set, the Open Molecules 2025 dataset).

Element x y z (Å)
N -5.1693 2.7414 -0.0029
C -4.4241 2.3306 -1.0420
C -3.2868 2.9615 -1.4507
C -2.8273 4.0928 -0.8320
C -3.6005 4.5416 0.2693
C -4.7257 3.8285 0.6347
H -4.8212 1.4335 -1.4991
H -2.7123 2.6050 -2.2747
H -1.8890 4.5822 -1.1226
H -3.3027 5.4640 0.7661
H -5.2800 4.1751 1.4895
N 4.2410 -0.9323 5.2101
C 4.0974 -0.5689 6.5294
C 3.1137 0.3079 6.9521
C 2.0971 0.6754 6.0547
C 2.2428 0.2911 4.7332
C 3.3000 -0.4714 4.3276
H 4.8241 -0.8920 7.2249
H 3.0678 0.5891 7.9732
H 1.2720 1.3543 6.3857
H 1.5366 0.6738 4.0218
H 3.3689 -0.7237 3.2847
N -1.7841 -0.1750 -0.9841
C -1.3458 -1.2394 -1.7024
C -0.0702 -1.7264 -1.4978
C 0.8258 -1.1135 -0.5602
C 0.3332 -0.0631 0.2241
C -0.9888 0.2949 -0.0352
H -2.1460 -1.6880 -2.4062
H 0.2981 -2.5437 -2.0796
H 1.7979 -1.5348 -0.4713
H 0.8851 0.4739 0.9488
H -1.5776 1.0499 0.5028
Cl -6.5037 1.4459 -4.0330
C -5.4295 0.0759 -4.6588
C -4.0177 0.4385 -4.4404
Cl -2.8871 -0.8182 -5.0792
H -5.5928 -0.0348 -5.7196
H -5.8145 -0.8095 -4.1233
H -3.7243 0.6013 -3.3934
H -3.7420 1.3864 -4.8947
Cl 4.4962 0.6149 0.6720
C 6.1333 0.8664 -0.0984
C 6.6431 2.2175 0.2592
Cl 5.5731 3.5610 -0.3251
H 6.1249 0.8398 -1.2004
H 6.8390 0.1199 0.2586
H 7.6483 2.4623 -0.0647
H 6.7134 2.3679 1.2924
Cl 6.7215 3.2217 4.0760
C 5.2032 2.3380 3.7877
C 4.1671 3.1634 2.9853
Cl 3.2217 4.1880 4.0833
H 4.8737 1.9689 4.7989
H 5.4357 1.3969 3.2304
H 3.4722 2.4656 2.5557
H 4.5524 3.8036 2.1896
Cl 3.1286 1.2718 -2.6999
C 1.9346 2.0244 -3.7780
C 0.5493 1.5596 -3.3955
Cl -0.7314 2.1475 -4.4723
H 2.1954 1.6779 -4.7949
H 2.0634 3.0791 -3.5070
H 0.2577 1.8028 -2.3445
H 0.4193 0.4755 -3.4940
Cl 3.2857 -3.7391 3.0339
C 2.0083 -3.9404 1.7989
C 2.4248 -5.0129 0.8188
Cl 1.1691 -5.1010 -0.4650
H 2.1181 -3.0190 1.2167
H 1.0693 -4.1505 2.2693
H 2.3555 -6.0295 1.2724
H 3.4171 -4.8673 0.3655
Cl -6.0977 -0.9016 -1.1248
C -4.9661 -0.8240 0.1952
C -5.6933 -0.2111 1.4074
Cl -6.8713 -1.3258 1.9857
H -4.0442 -0.2559 0.0349
H -4.7159 -1.8522 0.5964
H -6.1647 0.7245 1.1814
H -4.8665 -0.0752 2.1258
Cl 5.6417 -1.6641 -4.0220
C 3.9753 -2.5028 -3.7943
C 3.8972 -3.4570 -2.5633
Cl 4.1219 -2.5176 -1.0325
H 3.8530 -3.0260 -4.6934
H 3.2696 -1.6998 -3.7060
H 4.5864 -4.2779 -2.6903
H 2.9095 -3.8542 -2.4723
Cl -2.0716 -5.2724 -1.3646
C -3.7844 -5.2992 -1.8532
C -3.8055 -5.6553 -3.3282
Cl -3.0496 -4.3184 -4.3425
H -4.1214 -4.2923 -1.6624
H -4.3313 -5.9793 -1.1925
H -4.8427 -5.8972 -3.6834
H -3.2628 -6.5949 -3.5307
Cl 2.7430 -0.8139 -7.3974
C 0.9842 -0.9521 -7.8157
C 0.0511 -0.7096 -6.6607
Cl 0.3749 -1.7526 -5.2186
H 0.9089 -1.9781 -8.1598
H 0.8088 -0.2203 -8.5974
H -0.9279 -0.9931 -7.0416
H 0.0755 0.3239 -6.4030
Cl -0.6285 3.3678 5.4452
C -1.2987 1.6749 5.3561
C -2.6195 1.6715 4.6877
Cl -2.4272 1.9156 2.9342
H -1.3162 1.2914 6.3912
H -0.5470 1.0138 4.8148
H -3.2947 2.4034 5.1313
H -3.0402 0.6602 4.8394
Cl 1.5967 3.1801 0.0368
C 0.6756 3.5283 1.5278
C 0.5918 5.0185 1.8518
Cl -0.4315 5.7894 0.5596
H 1.2650 3.0660 2.3151
H -0.3114 3.0655 1.4614
H 1.5602 5.4521 1.6608
H 0.0876 5.3002 2.7584
Cl -3.5931 -1.7335 4.3650
C -2.9931 -2.6539 2.9501
C -2.0383 -1.7595 2.1914
Cl -0.4505 -1.5808 3.1004
H -3.8157 -2.8680 2.3005
H -2.5552 -3.5618 3.3250
H -2.3936 -0.7626 1.9931
H -1.7285 -2.2076 1.2720

Force components x, y, z for each atom (eV/Å):
0.59 0.12 -0.05
-1.49 -0.41 1.02
1.00 0.13 -0.85
-0.67 0.68 1.53
1.14 0.30 -1.08
0.10 0.17 -0.16
0.26 0.05 -0.36
0.17 -0.54 -0.57
-0.68 -0.25 0.03
-0.19 -0.36 0.17
-0.37 -0.05 0.20
-1.01 0.50 0.48
-0.54 0.66 -2.86
-1.16 -0.59 -0.88
0.49 0.77 0.87
-0.93 0.89 0.43
1.41 -0.73 1.74
0.82 -0.55 0.39
-0.02 0.30 0.78
0.85 -0.74 -0.40
-0.30 -0.09 -0.45
0.47 -0.31 -0.20
0.07 -1.52 -0.53
-1.36 0.28 -0.17
0.93 0.63 0.62
-2.22 0.12 -0.54
-0.69 -1.14 -1.46
-0.97 1.23 -0.03
1.80 0.64 0.98
0.06 -0.50 -0.22
0.67 0.05 0.12
0.58 0.20 0.63
1.04 0.14 0.31
0.66 -0.64 -0.50
-1.55 0.00 0.46
1.63 0.61 1.13
-0.54 0.23 0.09
-0.39 0.04 -0.24
0.62 0.38 -0.25
-0.36 -0.49 -0.12
-0.19 -0.09 -0.49
0.85 -0.23 -0.69
0.07 0.34 -0.69
-0.10 1.22 -0.28
0.32 -0.39 -0.09
-0.76 -0.52 0.44
-0.28 -0.20 0.17
0.07 -0.39 -0.71
-0.23 0.07 1.72
0.09 0.11 -0.10
-0.29 -1.03 -0.06
0.52 -0.58 0.94
-0.22 0.40 0.26
-0.15 0.74 -1.09
0.00 0.92 0.23
-0.30 -0.29 -0.28
0.30 -0.29 0.26
0.22 -0.61 0.39
-0.13 0.07 0.17
-0.61 -1.17 1.21
-0.15 0.70 -0.32
-0.16 0.80 0.41
-0.18 -0.11 -1.02
0.41 0.11 -0.86
0.54 0.16 0.16
-0.05 -0.26 0.28
1.81 0.49 -1.15
-0.28 -1.78 0.55
0.15 0.24 -0.24
-0.98 0.05 0.43
-0.44 0.25 0.08
0.41 0.82 -0.18
-0.56 0.14 0.24
0.10 -0.21 -1.00
-0.06 -0.56 2.50
2.09 0.16 -0.62
-0.97 -0.80 0.84
-0.30 -0.13 -0.73
-0.06 0.86 -1.14
-0.07 0.49 -0.14
-0.68 0.11 0.26
-1.26 -0.78 0.45
1.38 0.41 1.83
0.42 1.61 -0.98
0.38 -0.46 -0.45
-0.33 -0.82 -1.19
-0.28 0.38 0.01
0.46 -0.01 0.48
-0.72 -0.25 -0.19
0.29 -0.10 0.59
0.52 0.15 -0.33
-0.87 -0.64 -0.66
-0.72 -0.96 0.66
-0.39 0.24 -0.17
0.16 -0.11 -0.43
0.79 0.85 0.21
0.16 0.66 0.20
-0.32 0.26 0.10
1.01 -0.63 0.42
0.20 -0.84 -0.53
0.00 0.40 -0.53
-0.24 0.07 -0.30
-0.16 -0.11 -0.11
-0.17 0.18 0.30
-0.13 0.59 0.67
-0.02 -0.59 -0.07
2.02 -0.46 0.19
-0.53 -1.02 0.41
-0.32 0.16 0.03
-0.36 0.34 -0.42
-0.99 1.00 0.48
0.05 0.08 -0.37
0.06 0.59 -0.29
-0.12 0.21 -0.02
-0.03 0.21 0.82
-0.31 -0.39 -2.19
0.15 0.32 0.20
-0.19 -0.17 0.22
0.21 0.08 -0.06
0.27 0.27 0.66
0.28 -0.32 0.56
-0.30 -0.35 0.08
0.44 1.28 0.11
1.20 -0.59 0.74
-0.67 0.06 -0.10
-0.70 -0.21 -0.17
0.28 -0.25 -0.01
-0.31 0.24 0.19
0.03 -0.39 -0.72

Multiplicity: 1
Orbital gap in eV: 9.80

(2)
# H3O4SSi

2 unconnected molecules or ions with the total composition H3O4SSi (ωB97M-V with the def2-TZVPD basis set, the Open Molecules 2025 dataset).

Element x y z (Å)
O 3.2993 1.4545 -1.0069
O 1.3893 1.2445 0.4999
O 2.9325 -0.6925 0.6046
O -3.6656 0.8384 0.3167
Si -2.2395 0.3579 0.0803
S 2.8224 1.0728 0.3943
H 2.0464 -0.8770 0.8974
H -2.2510 -0.4677 -1.1418
H -0.9222 0.6092 0.5606

Force components x, y, z for each atom (eV/Å):
-0.72 -1.42 2.34
-2.33 -0.10 0.29
0.62 0.68 -0.74
0.08 0.41 0.94
-1.20 -0.36 -1.78
3.00 1.01 -2.02
-0.70 -0.23 0.13
0.50 -0.34 -0.01
0.76 0.35 0.86

Energy above the lowest of the compared OMol25 structures with the same formula, charge and spin in kJ/mol: 158.3
Multiplicity: 1
Total charge: -1
Orbital gap in eV: 6.70

(3)
# C3H13N2O3

3 unconnected molecules or ions with the total composition C3H13N2O3 (ωB97M-V with the def2-TZVPD basis set, the Open Molecules 2025 dataset).

Element x y z (Å)
N 0.4049 0.0756 0.9488
C -0.0299 0.3564 -0.4498
C -1.1215 -0.6352 -0.7659
N -2.3357 -0.1832 -1.1046
C -2.6988 1.2102 -1.3225
O -0.8388 -1.8157 -0.6608
H 0.7822 -0.8623 1.0722
H -0.3988 0.1056 1.5785
H 1.0740 0.6909 1.3036
H -0.3997 1.3697 -0.4212
H 0.8067 0.3149 -1.1337
H -3.0117 -0.9010 -1.3171
H -3.7089 1.3064 -1.7122
H -2.0774 1.6480 -2.0761
H -2.6816 1.7843 -0.3956
H 3.1888 1.3436 -0.3300
H 3.8933 0.0296 -0.1971
O 3.0102 0.4079 -0.1676
H 1.7036 -2.5708 2.8773
H 2.5665 -1.9501 1.8264
O 1.8724 -1.7248 2.4474

Force components x, y, z for each atom (eV/Å):
-1.68 -1.31 -0.54
-0.40 1.09 0.49
0.10 -0.86 -0.33
-0.25 0.28 -0.09
-0.45 -0.02 0.22
-0.02 -0.07 0.24
0.28 -0.56 0.00
-0.05 0.05 -0.02
1.63 1.35 0.46
-0.04 0.37 -0.17
0.15 -0.37 0.05
0.03 -0.07 0.01
-0.08 -0.40 0.09
0.53 0.44 -0.30
0.14 0.05 -0.04
-0.07 -0.03 -0.03
0.10 -0.28 0.00
0.03 0.39 0.08
-0.21 0.04 0.21
0.43 0.04 -0.17
-0.16 -0.15 -0.15

Energy above the lowest of the compared OMol25 structures with the same formula, charge and spin in kJ/mol: 82.1
Multiplicity: 1
Total charge: +1
Orbital gap in eV: 10.51

(4)
# C19H28F5O17P

5 unconnected molecules or ions with the total composition C19H28F5O17P (ωB97M-V with the def2-TZVPD basis set, the Open Molecules 2025 dataset).

Element x y z (Å)
C 1.0982 0.5786 3.8351
C -0.3778 0.1677 3.2620
O -0.1745 -0.3876 1.9154
C -0.3081 -1.8423 1.9135
C -0.3530 -2.4004 0.3608
O 0.9681 -2.5852 -0.2243
P 1.6957 -1.0904 -0.7394
H 1.3722 1.6155 3.3607
H 1.8358 -0.2371 3.4695
H 1.0904 0.6399 4.9979
H -0.9657 1.1783 3.1406
H -0.9782 -0.5283 3.9687
H -1.3131 -2.2101 2.4052
H 0.5368 -2.3968 2.4824
H -1.1007 -1.8051 -0.3045
H -0.8173 -3.4781 0.4566
H 0.4662 -0.3448 -0.6742
H 2.5639 -1.1301 0.4162
H 2.0652 -1.6389 -2.0488
H 2.3707 0.1536 -1.1188
C -2.0039 4.1362 1.6525
C -0.9517 5.1736 1.4389
O -0.4103 5.3594 2.7287
C -0.5710 4.1626 3.3605
O 0.0043 3.8494 4.3727
O -1.4571 3.3583 2.7034
F -1.4994 6.3425 1.0317
H -2.9588 4.5625 1.9755
H -2.1750 3.5275 0.7620
H -0.1587 4.8736 0.7467
C -1.9391 7.1131 5.6717
C -2.6739 7.1765 6.9697
O -3.9893 6.8045 6.6188
C -3.8529 5.9752 5.5461
O -4.7232 5.2476 5.1381
O -2.6071 6.0632 4.9938
F -2.7002 8.4414 7.4501
H -2.0283 8.0356 5.0896
H -0.8797 6.8832 5.8040
H -2.2912 6.4955 7.7364
C 3.2253 -3.7654 -4.2097
C 4.4412 -4.6257 -4.3040
O 5.1620 -4.0548 -5.3758
C 4.8262 -2.7338 -5.3705
O 5.4387 -1.8772 -5.9582
O 3.7152 -2.4973 -4.6124
F 4.1120 -5.8947 -4.6372
H 2.4303 -4.0805 -4.8926
H 2.8217 -3.7261 -3.1957
H 5.0616 -4.6272 -3.4024
C -0.7429 -0.0651 -4.9568
C 0.3084 0.9707 -5.1821
O 0.8579 1.1626 -3.8954
C 0.7007 -0.0290 -3.2583
O 1.2868 -0.3385 -2.2424
O -0.1891 -0.8372 -3.9049
F -0.2409 2.1366 -5.5913
H -1.6955 0.3630 -4.6302
H -0.9196 -0.6783 -5.8429
H 1.0971 0.6669 -5.8775
C -1.8248 -6.6599 -2.6038
C -1.6719 -5.6593 -1.5066
O -0.2897 -5.6924 -1.2240
C 0.3068 -6.0391 -2.3986
O 1.4833 -5.9069 -2.6251
O -0.5920 -6.5481 -3.2921
F -2.3447 -6.0490 -0.3990
H -1.9411 -7.6821 -2.2306
H -2.6645 -6.4298 -3.2631
H -1.9667 -4.6417 -1.7821

Force components x, y, z for each atom (eV/Å):
-0.70 -0.23 -0.28
0.71 1.58 0.29
-0.96 -1.52 1.61
-0.70 -0.90 -1.07
-0.20 -1.44 1.30
-2.55 0.77 0.07
3.13 -0.55 3.91
-0.34 -2.09 1.07
-1.11 1.46 0.74
0.11 0.03 -2.12
0.95 -2.25 0.19
1.12 0.94 -1.30
1.65 1.02 -0.81
-1.10 1.09 -1.00
1.42 -0.59 1.17
0.92 1.93 -0.17
0.14 -0.69 2.31
-0.52 -0.65 0.08
2.48 -2.98 2.60
1.59 -0.28 2.51
-0.88 -0.58 -0.56
-0.07 0.71 -0.21
0.04 -0.79 -0.09
0.75 -0.77 2.04
-0.93 0.54 -1.48
0.67 0.62 0.38
0.09 0.19 -0.17
0.19 0.19 -0.03
0.12 -0.09 0.23
-0.06 0.20 -0.01
1.14 0.20 -0.46
-0.16 0.60 0.45
0.45 -0.59 -0.37
-1.60 -1.37 -1.00
1.35 1.15 0.52
-0.79 -0.18 0.34
0.01 0.07 0.24
-0.12 0.02 0.25
-0.18 -0.17 -0.14
-0.06 0.18 0.05
-1.08 0.03 0.80
-0.07 -0.89 -0.11
-0.15 0.77 0.40
0.94 1.68 -1.12
-0.99 -1.25 0.81
0.81 0.00 -0.52
0.18 -0.14 0.04
0.22 -0.21 0.01
0.08 0.16 -0.14
-0.04 -0.16 -0.10
-0.88 -0.52 -0.65
-0.06 0.78 -0.53
0.25 -1.11 0.34
-0.09 -0.52 0.81
-6.33 5.78 -11.98
0.76 0.39 0.71
0.12 0.07 -0.07
0.19 0.18 -0.05
0.12 -0.08 0.24
-0.05 0.18 0.03
-0.80 -0.50 -0.67
-0.18 -0.01 0.78
-0.07 -0.01 -0.91
2.23 0.11 -0.39
-1.75 -0.24 0.25
0.56 0.41 0.43
-0.14 0.16 0.16
0.00 0.19 0.21
0.25 -0.01 -0.06
-0.04 -0.04 0.20

Multiplicity: 1
Orbital gap in eV: 7.81

(5)
# C10H10FN3

A single C10H10FN3 molecule (ωB97M-V with the def2-TZVPD basis set, the Open Molecules 2025 dataset).

Element x y z (Å)
N -2.7386 -0.4449 -1.6237
C -1.8900 -1.4175 -1.0773
F -2.2302 -1.5528 0.2292
N -1.1161 -2.1236 -1.7636
C -0.2113 -2.9852 -1.2885
C 0.7737 -2.7073 -0.4144
C 0.9858 -1.4937 0.3730
C 0.7625 -0.2771 -0.0908
C 0.7829 1.0592 0.5733
C 0.5762 2.2515 -0.1114
C 0.5885 3.4745 0.5819
N 0.8868 3.5614 1.8923
C 1.0602 2.4154 2.5451
C 0.9052 1.1751 1.9415
H -2.4646 0.1869 -2.3520
H -3.6881 -0.1924 -1.4470
H -0.2560 -3.8287 -1.8481
H 1.5870 -3.3658 -0.0947
H 1.3814 -1.5093 1.4222
H 0.4603 -0.4177 -1.0610
H 0.4853 2.0779 -1.1439
H 0.2785 4.3644 0.0549
H 1.3580 2.5371 3.6896
H 1.0146 0.3455 2.5978

Force components x, y, z for each atom (eV/Å):
1.03 0.47 -0.58
-3.05 1.19 -0.87
0.77 -0.55 -0.43
-1.86 2.34 0.17
2.51 1.18 2.10
0.84 -0.33 1.19
0.27 0.90 2.02
0.00 0.84 1.09
-0.26 -0.76 0.23
0.50 -0.18 1.15
-0.12 -1.22 0.03
-0.33 0.18 -0.77
0.39 0.66 1.78
0.88 0.37 1.09
1.00 -0.61 -0.40
-0.27 -0.83 1.41
0.40 -2.97 -1.13
-0.71 -0.82 -0.84
-0.35 -0.84 -0.92
-0.79 1.18 -2.63
-0.40 0.80 -1.41
0.33 0.32 0.10
-0.80 -0.50 -2.58
-0.01 -0.82 0.19

Energy above the lowest of the compared OMol25 structures with the same formula, charge and spin in kJ/mol: 1.6
SMILES: N/C(F)=N/C=C\C=C\c1ccncc1
Multiplicity: 1
Orbital gap in eV: 8.44

(6)
# C3H10S2

2 unconnected molecules or ions with the total composition C3H10S2 (ωB97M-V with the def2-TZVPD basis set, the Open Molecules 2025 dataset).

Element x y z (Å)
C 1.9195 0.4708 1.6628
C 1.7029 -0.6653 0.6321
C 0.6634 -1.7267 0.8517
H 2.6430 0.2343 2.4322
H 2.2913 1.2832 1.0399
H 0.9395 0.7273 2.0711
H 1.7211 -0.3975 -0.4225
H 2.6924 -1.1847 0.6408
H 0.8456 -2.5359 0.1441
H -0.3169 -1.2417 0.8177
H 0.5946 -2.2814 1.7971
S -3.9240 1.2959 -1.7984
S -3.9181 1.0771 -3.8567
H -3.5722 2.6184 -1.8081
H -4.2821 2.3261 -4.2037

Force components x, y, z for each atom (eV/Å):
-1.17 -0.19 -1.69
3.01 -1.39 0.79
-0.85 -0.19 0.61
-0.09 -0.16 0.15
0.06 0.46 0.54
0.25 0.35 0.29
-0.70 0.80 0.07
-0.42 -0.02 0.07
-0.65 0.24 -0.45
-0.22 -0.44 -0.69
0.78 0.56 0.30
-0.08 0.97 0.27
0.24 0.02 -0.58
0.05 -0.77 0.16
-0.20 -0.22 0.15

Energy above the lowest of the compared OMol25 structures with the same formula, charge and spin in kJ/mol: 93.7
SMILES: CCC.SS
Multiplicity: 1
Orbital gap in eV: 9.01